A molecular structure, C26H28CoN3O11S2 at a distorted geometry, computed with ωB97M-V/def2-TZVPD.

Output
**Multiplicity**: 1
**E_LUMO**: -0.711 eV
**HOMO level**: -8.8 eV
**Frontier orbital gap**: 8.08 eV
**Energy relative to the best compared isomer or geometry (same formula, charge and spin)**: 0.0 kJ/mol

```
71
Properties=species:S:1:pos:R:3:forces:R:3
Co 0.9582 0.4355 -0.4066 1.14 -2.07 -0.99
O -2.1845 3.3432 -2.4609 0.12 0.10 -0.17
C -1.4402 2.5692 -1.6621 0.09 -0.10 0.20
O -1.8750 1.6712 -0.9999 -0.16 0.10 0.10
C 0.0275 2.9516 -1.6951 0.06 -0.02 -0.16
O 0.7501 2.3399 -0.6386 -0.41 0.37 0.12
C 0.6047 2.9595 0.6578 -0.15 0.10 0.26
C 1.0880 1.9803 1.7378 -0.17 -0.03 -0.16
O 1.4840 2.3814 2.8034 -0.25 0.14 0.01
O 0.9457 0.7308 1.3928 0.33 0.21 0.35
H -3.0963 3.0148 -2.4259 0.04 -0.01 0.03
H 0.4733 2.5879 -2.6212 -0.02 0.04 -0.02
H 0.1307 4.0362 -1.6595 0.12 -0.01 0.08
H 1.1715 3.8862 0.7205 0.08 -0.02 -0.25
H -0.4579 3.1538 0.8251 0.02 0.02 0.13
C 4.6997 4.2008 4.4413 -0.01 0.00 0.00
C 4.5411 3.5373 3.1026 0.03 0.01 -0.04
C 4.3309 4.3020 1.9580 -0.03 -0.02 0.02
C 4.1648 3.7037 0.7198 -0.06 0.02 -0.01
C 4.2170 2.3213 0.6244 0.01 -0.02 -0.05
C 4.4434 1.5406 1.7478 0.00 0.00 0.03
C 4.5974 2.1525 2.9784 0.00 -0.02 -0.01
S 4.0387 1.5435 -0.9508 0.23 0.26 -0.17
O 3.5548 2.5317 -1.8725 -0.08 0.00 0.12
O 5.2584 0.8416 -1.2453 -0.05 -0.07 0.04
N 2.8728 0.4493 -0.7423 -0.20 0.59 0.28
C 3.0231 -0.8580 -0.4011 0.26 -0.14 0.08
C 4.1167 -1.7295 -0.3492 0.06 0.04 -0.01
C 3.8627 -3.0205 0.0575 -0.10 -0.06 0.04
C 2.5708 -3.4381 0.4032 0.11 0.07 -0.04
C 1.5501 -2.5222 0.3207 -0.13 -0.02 0.03
N 1.7957 -1.2763 -0.0832 -0.17 0.06 0.03
H 3.8687 4.8794 4.6370 0.00 -0.01 0.00
H 5.6205 4.7862 4.4765 0.00 0.00 0.01
H 4.7336 3.4661 5.2438 0.00 0.00 0.00
H 4.2786 5.3814 2.0413 0.02 0.00 -0.01
H 3.9866 4.2908 -0.1716 0.02 0.00 0.00
H 4.4755 0.4608 1.6698 0.01 0.00 0.00
H 4.7347 1.5430 3.8627 0.02 0.00 0.00
H 5.1019 -1.3887 -0.6224 -0.01 0.02 -0.01
H 4.6840 -3.7240 0.1084 -0.01 -0.01 0.01
H 2.3622 -4.4475 0.7232 0.02 0.00 0.00
H 0.5292 -2.7736 0.5709 0.01 0.05 0.02
C -7.7920 -0.9143 0.0974 -0.01 0.00 0.00
C -6.5674 -1.7763 -0.0387 0.01 0.00 0.00
C -5.3726 -1.4234 0.5860 -0.01 0.00 0.00
C -4.2379 -2.2031 0.4448 0.00 -0.02 0.03
C -4.2945 -3.3522 -0.3326 0.02 0.02 -0.03
C -5.4700 -3.7215 -0.9666 0.01 0.00 -0.02
C -6.6003 -2.9345 -0.8096 -0.01 0.00 0.00
S -2.8382 -4.3393 -0.5293 -0.01 -0.03 0.02
O -3.1234 -5.3235 -1.5307 -0.01 -0.01 0.00
O -2.3570 -4.7047 0.7699 0.01 0.02 -0.01
N -1.7070 -3.3262 -1.1398 0.03 0.04 0.01
C -1.9810 -2.6561 -2.4090 -0.01 -0.05 -0.05
C -0.7369 -1.9219 -2.8825 -0.01 0.02 -0.04
C -0.2384 -0.8765 -1.9298 -0.28 0.29 0.04
O 0.7051 -0.0903 -2.2646 -0.08 0.00 0.08
O -0.6875 -0.7582 -0.7576 -0.35 0.11 0.07
H -7.7072 -0.2377 0.9466 0.00 0.00 0.00
H -8.6872 -1.5219 0.2305 0.00 0.00 0.00
H -7.9377 -0.3087 -0.7995 0.00 0.00 0.00
H -5.3327 -0.5295 1.1965 0.01 0.00 -0.01
H -3.3181 -1.9214 0.9431 0.00 0.01 0.00
H -5.4876 -4.6189 -1.5700 0.00 0.01 0.00
H -7.5247 -3.2260 -1.2943 0.00 0.00 0.00
H -1.3994 -2.6651 -0.4330 -0.06 0.00 0.00
H -2.8250 -1.9615 -2.3236 0.03 0.03 0.02
H -2.2436 -3.4201 -3.1395 -0.03 0.00 0.01
H -0.9193 -1.4396 -3.8442 0.01 0.01 0.00
H 0.0877 -2.6231 -3.0368 0.00 -0.01 0.01
```
Forces are in eV/Å.